{
  "formula": "C12H18ClN2S",
  "method": "ωB97M-V/def2-TZVPD",
  "multiplicity": 1,
  "charge": 1,
  "smiles": "Clc1ccc(SCC[NH+]2CCNCC2)cc1",
  "total_energy_ev": -39067.9290,
  "elements": ["Cl", "C", "C", "C", "C", "S", "C", "C", "N", "C", "C", "N", "C", "C", "C", "C", "H", "H", "H", "H", "H", "H", "H", "H", "H", "H", "H", "H", "H", "H", "H", "H", "H", "H"],
  "xyz": [[6.5154, 1.1548, 0.0502], [5.0009, 0.3514, 0.1689], [3.8549, 1.0844, 0.4573], [2.6365, 0.4411, 0.5566], [2.5692, -0.9290, 0.3527], [1.0065, -1.7870, 0.4712], [0.2275, -1.2604, -1.1276], [-1.2582, -1.0133, -0.8856], [-1.4285, -0.1761, 0.3277], [-2.6431, -0.4840, 1.1223], [-3.8955, 0.0404, 0.4249], [-3.7436, 1.4730, 0.2887], [-2.6396, 1.7963, -0.5866], [-1.3540, 1.2825, 0.0627], [3.7099, -1.6654, 0.0754], [4.9304, -1.0240, -0.0172], [3.9223, 2.1491, 0.6116], [1.7492, 1.0072, 0.8008], [0.3638, -2.0509, -1.8627], [0.7516, -0.3671, -1.4644], [-1.7109, -0.5313, -1.7522], [-1.7554, -1.9699, -0.7156], [-0.5855, -0.4693, 0.8948], [-2.6985, -1.5599, 1.2880], [-2.5484, 0.0219, 2.0848], [-4.7607, -0.1681, 1.0545], [-4.0384, -0.4759, -0.5398], [-4.6020, 1.9179, -0.0095], [-2.5672, 2.8801, -0.6840], [-2.7542, 1.3728, -1.5998], [-0.4932, 1.4892, -0.5737], [-1.2275, 1.7893, 1.0209], [3.6423, -2.7333, -0.0634], [5.8242, -1.5867, -0.2320]],
  "lowdin_charge": [0.72, -0.66, -0.09, -0.10, -0.53, 0.99, -0.36, -0.18, -0.15, -0.10, -0.19, -0.06, -0.19, -0.10, -0.09, -0.08, 0.11, 0.10, 0.09, 0.09, 0.13, 0.14, 0.08, 0.14, 0.15, 0.14, 0.13, 0.13, 0.14, 0.12, 0.13, 0.15, 0.11, 0.12]
}

---

{
  "formula": "C12H18CoN4OS",
  "method": "ωB97M-V/def2-TZVPD",
  "multiplicity": 5,
  "charge": 3,
  "total_energy_ev": -69176.4804,
  "elements": ["Co", "C", "C", "N", "N", "C", "N", "S", "C", "C", "C", "C", "C", "N", "H", "H", "H", "H", "H", "H", "H", "H", "H", "H", "C", "C", "C", "O", "C", "H", "H", "H", "H", "H", "H", "H", "H"],
  "xyz": [[0.7118, 0.2844, -1.1814], [-1.8255, 2.4639, 1.6061], [-1.1727, 1.6692, 0.5426], [0.0970, 1.6514, 0.2699], [1.0103, 2.4757, 0.8379], [2.2136, 2.6120, 0.2470], [3.1252, 3.4126, 0.7351], [2.5428, 1.7201, -1.2137], [-1.9652, 0.8417, -0.3879], [-3.3290, 0.6518, -0.2550], [-4.0252, -0.0241, -1.2574], [-3.3392, -0.4785, -2.3677], [-1.9593, -0.2810, -2.4276], [-1.2897, 0.3486, -1.4644], [-1.1317, 3.0041, 2.2470], [-2.4135, 1.8084, 2.2548], [-2.5283, 3.1827, 1.1752], [0.7359, 3.0918, 1.6005], [2.9935, 3.9557, 1.5833], [4.0174, 3.5350, 0.2678], [-3.8521, 1.0292, 0.6136], [-5.0936, -0.1752, -1.1691], [-3.8429, -0.9803, -3.1828], [-1.3915, -0.6351, -3.2798], [1.6691, -3.7453, 0.0873], [1.9332, -2.9130, 1.3474], [1.3883, -1.5349, 1.0089], [1.4395, -1.4360, -0.4574], [1.7144, -2.7520, -1.0589], [0.7035, -4.2494, 0.1407], [2.4079, -4.5320, -0.0448], [2.9995, -2.8664, 1.5674], [1.4448, -3.3228, 2.2277], [1.9918, -0.7248, 1.4224], [0.3474, -1.4278, 1.3276], [2.6971, -2.7071, -1.5287], [0.9752, -2.9526, -1.8335]],
  "lowdin_spin": [2.85, 0.00, 0.02, 0.08, 0.08, 0.07, 0.01, 0.68, 0.01, 0.01, 0.01, 0.01, 0.02, 0.05, 0.00, 0.00, 0.00, 0.00, 0.00, 0.00, 0.00, 0.00, 0.00, 0.00, 0.00, 0.00, 0.00, 0.07, 0.01, 0.00, 0.00, 0.00, 0.00, 0.00, 0.00, 0.00, 0.00]
}

---

{
  "formula": "C12H18F12MnO9P2",
  "method": "ωB97M-V/def2-TZVPD",
  "multiplicity": 6,
  "total_energy_ev": -113682.3694,
  "elements": ["Mn", "P", "F", "F", "F", "F", "F", "F", "P", "F", "F", "F", "F", "F", "F", "C", "C", "C", "O", "C", "O", "O", "H", "H", "H", "H", "H", "H", "C", "C", "C", "O", "C", "O", "O", "H", "H", "H", "H", "H", "H", "C", "C", "C", "O", "C", "O", "O", "H", "H", "H", "H", "H", "H"],
  "xyz": [[5.6328, 27.3905, -3.6790], [4.6389, 27.2715, -6.5079], [4.0405, 27.2673, -4.9687], [6.0166, 26.5887, -5.8622], [3.9245, 25.7940, -6.7990], [5.4040, 27.3852, -7.9104], [3.2183, 28.1029, -7.0495], [5.4253, 28.6214, -5.9556], [4.6120, 26.9060, -0.7011], [4.0147, 28.4371, -0.5194], [5.6675, 27.7114, -1.6003], [5.5888, 27.1171, 0.5979], [5.2199, 25.4595, -0.9811], [3.5478, 26.2666, 0.3738], [3.8323, 26.7664, -2.1045], [5.2169, 20.6105, -4.4951], [6.1377, 21.9271, -4.7433], [5.7229, 22.5852, -5.9485], [5.8930, 23.9033, -5.6513], [5.7753, 24.1055, -4.3645], [5.8604, 25.1867, -3.7302], [5.6298, 22.8569, -3.7957], [4.1320, 20.5923, -4.5990], [5.5328, 20.0306, -3.6279], [5.3871, 19.9176, -5.3191], [7.2062, 21.7639, -4.6031], [4.7820, 22.2897, -6.4129], [6.5883, 22.5183, -6.6078], [1.4149, 31.2096, -1.3433], [1.9915, 31.0267, -2.7997], [2.8925, 32.2114, -3.2411], [4.1218, 31.5932, -3.6039], [4.0210, 30.2448, -3.3509], [4.8665, 29.3020, -3.4561], [2.8351, 29.9227, -2.9394], [0.8742, 30.3296, -0.9951], [0.6193, 31.9535, -1.3013], [2.1191, 31.3680, -0.5266], [1.1907, 30.9129, -3.5303], [3.2601, 32.8232, -2.4173], [2.5579, 32.7518, -4.1266], [11.8956, 29.1272, -2.4402], [10.8270, 29.7655, -3.2665], [10.6623, 29.6418, -4.8266], [9.4963, 28.9966, -5.0860], [8.8359, 28.6848, -3.9003], [7.8954, 27.8997, -3.7837], [9.5990, 29.1609, -2.8612], [12.8563, 29.6143, -2.6073], [12.0368, 28.1591, -2.9209], [11.7582, 29.1296, -1.3589], [10.8866, 30.8151, -2.9786], [11.4677, 28.9708, -5.1253], [10.7269, 30.6108, -5.3216]],
  "lowdin_spin": [4.74, 0.00, 0.04, 0.02, 0.00, 0.00, 0.00, 0.01, 0.00, 0.00, 0.04, 0.00, 0.00, 0.00, 0.02, 0.00, 0.00, 0.00, 0.00, 0.01, 0.03, 0.00, 0.00, 0.00, 0.00, 0.00, 0.00, 0.00, 0.00, 0.00, 0.00, 0.00, 0.01, 0.04, 0.00, 0.00, 0.00, 0.00, 0.00, 0.00, 0.00, 0.00, 0.00, 0.00, 0.00, 0.01, 0.03, 0.00, 0.00, 0.00, 0.00, 0.00, 0.00, 0.00]
}

---

{
  "formula": "C12H18F3N2O3PtS",
  "method": "ωB97M-V/def2-TZVPD",
  "multiplicity": 1,
  "charge": 1,
  "total_energy_ev": -44088.7143,
  "elements": ["Pt", "N", "C", "C", "C", "N", "H", "H", "H", "H", "H", "H", "H", "H", "H", "H", "F", "C", "F", "F", "C", "O", "O", "C", "S", "O", "C", "C", "C", "C", "C", "C", "H", "H", "H", "H", "H", "H", "H", "H"],
  "xyz": [[0.8614, -0.5432, 0.0339], [0.1486, 0.8053, 1.4610], [0.9675, 2.0109, 1.7734], [2.3850, 1.6855, 2.2041], [3.2579, 1.2142, 1.0556], [2.8351, -0.1291, 0.5986], [-0.7419, 1.1444, 1.1015], [-0.0970, 0.3151, 2.3202], [0.4500, 2.5867, 2.5415], [0.9880, 2.6135, 0.8642], [2.3793, 0.9369, 3.0043], [2.8247, 2.5841, 2.6374], [4.3028, 1.1669, 1.3636], [3.1868, 1.8896, 0.2032], [3.0147, -0.7963, 1.3479], [3.4137, -0.4017, -0.1941], [3.2853, -1.9814, -4.3048], [2.7896, -2.5338, -3.2056], [1.7485, -3.2967, -3.5440], [3.7286, -3.3172, -2.6577], [2.3908, -1.4510, -2.1766], [2.9369, -0.3685, -2.1739], [1.4819, -1.8775, -1.3523], [-1.4443, -1.3257, -2.2483], [-1.1760, -1.3214, -0.4938], [-1.3753, -2.6650, 0.0297], [-2.4770, -0.2695, 0.1034], [-3.2600, -0.7619, 1.1340], [-4.2723, 0.0434, 1.6437], [-4.4864, 1.3102, 1.1233], [-3.6955, 1.7897, 0.0833], [-2.6826, 0.9995, -0.4349], [-2.4153, -1.7840, -2.4282], [-0.6395, -1.9342, -2.6587], [-1.3968, -0.3122, -2.6404], [-3.0836, -1.7611, 1.5103], [-4.8988, -0.3286, 2.4428], [-5.2802, 1.9282, 1.5206], [-3.8779, 2.7721, -0.3306], [-2.0769, 1.3637, -1.2576]],
  "lowdin_charge": [1.04, -0.11, -0.21, -0.18, -0.20, -0.09, 0.06, 0.12, 0.13, 0.13, 0.12, 0.13, 0.13, 0.13, 0.12, 0.08, 0.18, -0.56, 0.17, 0.17, -0.53, 0.07, -0.21, -0.16, 0.73, -0.40, -0.40, -0.05, -0.04, -0.05, -0.05, -0.10, 0.09, 0.06, 0.07, 0.12, 0.12, 0.12, 0.12, 0.12]
}

---

{
  "formula": "C12H18F6N6P",
  "method": "ωB97M-V/def2-TZVPD",
  "multiplicity": 1,
  "charge": -1,
  "total_energy_ev": -47277.2698,
  "elements": ["P", "F", "F", "F", "F", "F", "F", "C", "C", "N", "H", "H", "H", "C", "C", "N", "H", "H", "H", "C", "C", "N", "H", "H", "H", "C", "C", "N", "H", "H", "H", "C", "C", "N", "H", "H", "H", "C", "C", "N", "H", "H", "H"],
  "xyz": [[-0.4109, -0.1176, 1.3026], [-0.9580, -1.5064, 1.9779], [-1.7932, 0.6073, 1.6515], [0.2204, 0.3309, 2.7225], [0.1125, 1.2263, 0.5704], [0.9941, -0.9374, 1.0664], [-0.9584, -0.6733, -0.1126], [-3.6430, -1.5212, 3.1976], [-3.7885, -1.7208, 1.7431], [-3.9309, -1.8730, 0.6153], [-3.5155, -2.5191, 3.6096], [-4.5051, -0.9760, 3.5786], [-2.7844, -0.8835, 3.3845], [0.1954, -3.2301, -1.3965], [-1.2616, -3.1793, -1.6394], [-2.3953, -3.1366, -1.7993], [0.4603, -4.2867, -1.3972], [0.5067, -2.8266, -0.4337], [0.7102, -2.6176, -2.1345], [3.5675, -2.3735, -0.2411], [4.7775, -2.2623, -1.0236], [5.7411, -2.1209, -1.6338], [3.8375, -1.8463, 0.6763], [3.3271, -3.4197, -0.0740], [2.7843, -1.8247, -0.7599], [-2.2562, 1.4691, -1.5427], [-3.0958, 0.2971, -1.8431], [-3.7956, -0.5907, -2.0456], [-2.4544, 2.2586, -2.2651], [-1.2375, 1.1034, -1.4882], [-2.5759, 1.8618, -0.5771], [0.1989, 4.2358, -1.3263], [0.0345, 3.9841, -2.7541], [-0.1496, 3.7624, -3.8633], [1.1928, 4.5553, -1.0166], [-0.0554, 3.3171, -0.7989], [-0.4342, 5.0935, -1.0926], [2.8940, 2.1409, 1.6836], [2.9422, 1.8848, 0.2555], [2.9418, 1.7681, -0.8881], [1.9083, 2.5563, 1.8921], [3.7241, 2.7811, 1.9710], [2.9279, 1.2095, 2.2488]],
  "lowdin_charge": [0.17, -0.18, -0.14, -0.17, -0.16, -0.19, -0.16, -0.08, -0.28, 0.15, 0.08, 0.07, 0.05, -0.08, -0.28, 0.13, 0.07, 0.05, 0.08, -0.08, -0.30, 0.11, 0.09, 0.09, 0.07, -0.09, -0.29, 0.11, 0.07, 0.05, 0.08, -0.07, -0.29, 0.13, 0.07, 0.06, 0.08, -0.07, -0.31, 0.14, 0.08, 0.08, 0.08]
}

---

{
  "formula": "C12H18FO6Tl",
  "method": "ωB97M-V/def2-TZVPD",
  "multiplicity": 1,
  "charge": 2,
  "total_energy_ev": -32408.4945,
  "elements": ["Tl", "F", "O", "C", "O", "C", "C", "C", "H", "H", "H", "H", "H", "H", "O", "C", "O", "C", "C", "C", "H", "H", "H", "H", "H", "H", "O", "C", "O", "C", "C", "C", "H", "H", "H", "H", "H", "H"],
  "xyz": [[-0.0278, 2.6414, 1.5460], [-1.5611, 2.3981, 3.9561], [-2.1808, 0.5901, 1.2665], [-3.1848, -0.0780, 1.3316], [-3.7067, -0.5343, 0.2515], [-4.9449, -1.2431, 0.4584], [-5.4124, -0.7176, 1.8258], [-4.0577, -0.3678, 2.5398], [-4.8867, -2.3292, 0.3876], [-5.6304, -0.9015, -0.3171], [-5.9704, -1.5320, 2.2878], [-6.0064, 0.1958, 1.7937], [-3.6203, -1.2330, 3.0380], [-4.1045, 0.5591, 3.1115], [2.4860, 1.1798, 1.8389], [3.5618, 0.7053, 1.4734], [4.7584, 0.9557, 2.1056], [5.7284, -0.0802, 1.8824], [5.2724, -0.6481, 0.5595], [3.7502, -0.3234, 0.4160], [5.7389, -0.7384, 2.7512], [6.7202, 0.3528, 1.7525], [5.6637, -1.6616, 0.6478], [5.7774, -0.0918, -0.2302], [2.9732, -1.0839, 0.4935], [3.5298, 0.0152, -0.5964], [0.4633, 0.5664, -0.4589], [0.1267, 0.4971, -1.6665], [-1.0434, 0.9107, -2.0826], [-1.2587, 0.6158, -3.4994], [0.1025, 0.4201, -3.9882], [0.8801, -0.0702, -2.7980], [-1.8075, 1.4443, -3.9472], [-1.7235, -0.3688, -3.5518], [0.5999, 1.3528, -4.2545], [0.2915, -0.2237, -4.8472], [1.9690, -0.0347, -2.8335], [0.7345, -1.1393, -2.6434]],
  "lowdin_charge": [1.36, -0.33, 0.12, -0.45, 0.10, -0.09, -0.09, 0.00, 0.14, 0.14, 0.13, 0.13, 0.15, 0.14, 0.03, -0.38, 0.06, -0.12, -0.11, -0.05, 0.14, 0.15, 0.13, 0.13, 0.14, 0.12, 0.04, -0.42, 0.08, -0.08, -0.15, -0.06, 0.15, 0.15, 0.14, 0.15, 0.15, 0.16]
}